(1)
Density functional theory data (the ωB97M-V functional and the def2-TZVPD basis) for C10H13N6PdS2 as an isolated structure.

Each line ends with the Löwdin charge.
Cartesian coordinates (Å):
Pd1 -0.14517 -0.71039 0.77440  0.2477
S1 1.03426 -0.37342 2.77704  0.4208
S2 -2.31699 -0.92747 -0.32094  0.5226
N1 -1.72394 -0.35524 3.24837  -0.0472
N2 -0.07323 0.06710 -1.83991  -0.0774
N3 -1.22138 0.46578 -2.41545  -0.0486
N4 2.02456 -1.13779 -0.71475  0.0755
N5 -3.47915 0.53724 -2.19759  0.0229
N6 -0.89814 1.55660 2.39871  -0.0498
C1 -0.60792 0.17179 2.53569  -1.0525
C2 3.47597 -0.20440 -2.37008  -0.0481
C3 -2.89814 0.47465 2.93787  -0.2147
C4 4.58357 -0.67952 -1.69399  -0.0949
C5 4.39525 -1.37671 -0.50940  -0.0822
C6 -2.27050 0.08077 -1.71415  -0.9042
C7 2.20323 -0.44585 -1.84652  -0.2744
C8 3.09687 -1.56863 -0.06158  -0.1585
C9 0.99862 0.04700 -2.52041  -0.1334
C10 -2.33267 1.65508 2.13244  -0.2201
H1 -0.30703 1.97250 1.69281  0.0912
H2 -1.84597 -1.33250 3.02971  0.0877
H3 3.57587 0.36191 -3.28788  0.0997
H4 -2.56401 1.52042 1.07131  0.0666
H5 -3.63490 -0.06906 2.34329  0.0814
H6 -4.27672 -0.00763 -1.91877  0.0515
H7 -2.72424 2.61511 2.47284  0.0969
H8 1.04933 0.36728 -3.56387  0.1040
H9 -3.37017 0.80913 3.86576  0.0920
H10 5.58049 -0.49998 -2.07842  0.0958
H11 5.22742 -1.76287 0.06390  0.0922
H12 -3.45037 0.83447 -3.16103  0.0707
H13 2.89518 -2.08535 0.87057  0.0868

ΔE to the lowest compared entry with this formula, charge and spin   0.250 eV
Highest occupied orbital energy   -0.1237 hartree
Spin multiplicity   1
Orbital gap   6.47 eV
Charge   -1
Strongest force on any atom   0.006 hartree/bohr

=====

(2)
Density functional theory data (the ωB97M-V functional and the def2-TZVPD basis) for a 2-piece molecular cluster, C8H9Br2O2 overall in a non-equilibrium geometry.

Each line ends with the Löwdin charge.
Cartesian coordinates (Å):
Br1 1.84340 -1.72315 -0.98340  0.6667
Br2 0.38687 2.37840 -0.51022  0.8319
O1 3.02149 -0.10467 1.94537  -0.0485
O2 3.41823 1.03411 0.05015  -0.0107
C1 -0.94189 -1.52459 0.76151  -0.0501
C2 -0.16629 0.41696 2.23018  -0.0569
C3 -1.85223 0.96801 -3.06078  -0.1613
C4 -1.08995 -0.03276 -2.68479  0.0013
C5 2.80869 0.34487 0.80976  -0.7863
C6 0.26492 0.60525 -0.31868  -0.7187
C7 -0.04565 -0.23494 0.90620  -0.4880
C8 1.29617 -0.22320 0.20207  -0.6520
H1 -0.92835 1.14654 2.23362  0.0559
H2 -0.46438 -0.25831 2.96245  0.0513
H3 -0.58753 -2.37532 1.46897  0.1205
H4 -2.71666 1.01429 -3.79864  0.0518
H5 -1.92380 -1.26937 0.78211  0.0314
H6 0.85627 0.93110 2.45824  0.1237
H7 -0.88797 -1.12988 -2.58140  0.0291
H8 -0.76986 -1.94972 -0.19006  -0.0056
H9 -1.52149 1.98638 -2.68264  0.0144

ΔE to the lowest compared entry with this formula, charge and spin   4.072 eV
Highest occupied orbital energy (spin up / spin down)   -0.1571 / -0.1678 hartree
Spin multiplicity   1
Orbital gap (spin up / spin down)   7.22 / 7.22 eV
Charge   -1
Strongest force on any atom   0.083 hartree/bohr

=====

(3)
Density functional theory data (the ωB97M-V functional and the def2-TZVPD basis) for C5H13N3O as an isolated structure.

Each line ends with the Löwdin charge.
Cartesian coordinates (Å):
O1 0.93489 -0.93686 1.78076  -0.0318
N1 1.06144 -2.07309 -0.27114  0.0755
N2 -1.51483 0.83025 -1.75236  0.0865
N3 0.98858 0.62780 -1.47602  0.0616
C1 1.07872 1.67561 0.70388  -0.0359
C2 -1.68237 0.41144 -0.62011  -0.3694
C3 1.43012 -0.87865 0.45188  -0.4309
C4 -2.88025 0.10605 0.22090  -0.0664
C5 0.94817 0.44228 -0.15466  -0.4096
H1 0.17035 -2.00928 -0.74885  0.0801
H2 -2.86546 0.72378 1.12108  0.0766
H3 1.16101 -0.24527 -1.97216  0.0818
H4 0.61198 2.52606 0.20787  0.0878
H5 -2.85806 -0.93678 0.54300  0.0737
H6 -3.79530 0.29923 -0.33712  0.0736
H7 0.94505 -1.86126 2.05500  0.0933
H8 2.53123 -0.83996 0.48310  0.1540
H9 2.13858 1.90520 0.85064  0.0907
H10 -0.63015 0.20870 0.00129  0.1001
H11 1.77385 -2.40201 -0.90793  0.0799
H12 0.62192 1.53149 1.68092  0.0779
H13 -0.16945 0.89526 -1.85997  0.0506

ΔE to the lowest compared entry with this formula, charge and spin   3.212 eV
Highest occupied orbital energy   -0.3162 hartree
Spin multiplicity   1
Orbital gap   9.17 eV
Charge   0
Strongest force on any atom   0.019 hartree/bohr

=====

(4)
Density functional theory data (the ωB97M-V functional and the def2-TZVPD basis) for C2H6CsO2 as an isolated structure in a non-equilibrium geometry.

Each line ends with the Löwdin charge.
Cartesian coordinates (Å):
Cs1 13.01095 14.16146 9.28096  1.0504
O1 11.14471 11.84816 11.14013  -0.1260
O2 14.18070 11.72157 11.24032  -0.1181
C1 12.00188 12.20100 12.27564  -0.2130
C2 13.23265 11.29633 12.20711  -0.2297
H1 11.40565 12.17183 13.18309  0.1285
H2 12.90043 10.31921 11.84982  0.1311
H3 12.28947 13.23029 12.03477  0.0610
H4 10.25106 12.04827 11.44357  0.0878
H5 13.58618 11.08682 13.21983  0.1321
H6 14.90832 12.19407 11.66372  0.0958

ΔE to the lowest compared entry with this formula, charge and spin   0.393 eV
Highest occupied orbital energy   -0.5196 hartree
Spin multiplicity   1
Orbital gap   10.50 eV
Charge   +1
Strongest force on any atom   0.037 hartree/bohr

=====

(5)
Density functional theory data (the ωB97M-V functional and the def2-TZVPD basis) for a 2-piece molecular cluster, C2H8N2 overall in a non-equilibrium geometry.

Each line ends with the Löwdin charge.
Cartesian coordinates (Å):
N1 -0.02535 -0.38404 -0.49012  -0.0016
N2 -1.23493 2.68260 -0.80014  0.0213
C1 0.65544 -0.89079 0.71520  -0.2547
C2 1.22020 -2.13971 0.76852  -0.0547
H1 -1.19390 2.16758 0.03674  -0.0354
H2 1.05935 -2.60010 1.73137  0.0304
H3 -0.37561 -1.17744 -1.04798  0.0781
H4 -2.13671 2.69879 -1.27685  0.0204
H5 -1.07181 3.64924 -0.56504  0.0058
H6 0.92249 -0.04847 1.38230  0.1013
H7 -0.75183 0.27049 -0.09746  0.0547
H8 1.11612 -2.86703 -0.03358  0.0344

ΔE to the lowest compared entry with this formula, charge and spin   1.610 eV
Highest occupied orbital energy   -0.3030 hartree
Spin multiplicity   1
Orbital gap   9.16 eV
Charge   0
Strongest force on any atom   0.060 hartree/bohr

=====

(6)
Density functional theory data (the ωB97M-V functional and the def2-TZVPD basis) for the molecule C22H25N5O3S in a non-equilibrium geometry.

Each line ends with the Löwdin charge.
Cartesian coordinates (Å):
S1 -0.11622 2.45012 3.16685  0.9694
O1 2.92627 0.19965 3.26306  0.0915
O2 -3.62462 1.79472 -0.49195  -0.0940
O3 0.60836 -3.51252 -1.68667  -0.0557
N1 0.87696 -0.83099 -4.02324  0.0680
N2 1.95663 1.90183 0.01416  0.0917
N3 0.74988 -0.37716 2.88580  0.1056
N4 -0.13348 1.54636 0.56813  0.0236
N5 1.78675 2.40485 1.22917  0.0612
C1 1.97531 -0.35239 -3.45838  -0.1517
C2 0.81066 -1.24268 1.78106  -0.2346
C3 1.74564 0.41013 3.37919  -0.5515
C4 0.76620 -2.78524 -0.55101  -0.2794
C5 -0.27508 -0.57133 -3.43541  -0.1356
C6 1.97363 0.37711 -2.28589  -0.0111
C7 -0.37615 -1.82799 1.34440  -0.0388
C8 0.82450 1.37827 -0.40372  -0.2376
C9 -3.89062 3.35185 1.26713  -0.1457
C10 -0.39764 -2.58716 0.19608  -0.0023
C11 1.73433 -3.84944 -2.47423  -0.2514
C12 -0.40446 0.16633 -2.26700  -0.0002
C13 -2.33983 2.31805 -0.21258  -0.3087
C14 -1.53629 1.25965 0.57913  -0.1055
C15 1.22584 1.64559 4.11365  -0.3355
C16 -4.61923 2.53694 0.20049  -0.1840
C17 0.54741 2.18629 1.56932  -0.6307
C18 1.95345 -2.21993 -0.09601  -0.0125
C19 1.97568 -1.45715 1.05807  -0.0001
C20 2.53990 -5.00029 -1.87921  -0.0596
C21 -2.54718 3.60846 0.58785  -0.1157
C22 0.75232 0.64817 -1.65695  -0.1311
H1 -1.87283 1.26131 1.62031  0.1014
H2 -1.31385 -3.03472 -0.15500  0.1215
H3 -5.34525 1.83191 0.61085  0.1218
H4 2.88363 0.74083 -1.83869  0.1089
H5 -2.62046 4.45929 -0.08971  0.1242
H6 2.36682 -2.96998 -2.63987  0.0969
H7 -1.74053 3.79088 1.29513  0.0858
H8 2.89945 -1.01204 1.38849  0.1094
H9 2.04614 2.35131 4.23612  0.0879
H10 -1.82422 2.50874 -1.16366  0.1492
H11 -1.15116 -0.97396 -3.92613  0.1100
H12 3.35808 -5.25651 -2.54636  0.0772
H13 2.90028 -0.57279 -3.97601  0.1084
H14 1.90128 -5.87085 -1.75214  0.0792
H15 -1.28763 -1.68113 1.90785  0.1151
H16 -4.41928 4.26698 1.51924  0.1148
H17 0.79984 1.39404 5.08530  0.0845
H18 -3.75328 2.76350 2.17474  0.1100
H19 -0.19156 -0.15983 3.18948  0.1176
H20 -1.39133 0.35187 -1.88017  0.0937
H21 2.87684 -2.35084 -0.63619  0.1128
H22 -1.71551 0.27034 0.15272  0.1156
H23 -5.13006 3.19665 -0.51322  0.1226
H24 2.94722 -4.72881 -0.90821  0.0679
H25 1.30846 -4.14630 -3.43618  0.1254

ΔE to the lowest compared entry with this formula, charge and spin   1.617 eV
Highest occupied orbital energy   -0.2905 hartree
Spin multiplicity   1
Orbital gap   8.14 eV
Charge   0
Strongest force on any atom   0.024 hartree/bohr